No. 1
Molecular formula: C53H47N3O3P2Se2SnTe2
Method: DFT, ωB97M-V/def2-TZVPD

```
113
Properties=species:S:1:pos:R:3:forces:R:3:lowdin_charge:R:1
Sn -1.9602 -0.1928 -1.4374 -1.0 0.4 -0.8 0.864
C -1.6556 3.9640 2.9052 1.4 0.6 1.1 -0.269
N -0.2099 3.7989 3.4096 -3.0 -2.0 1.6 -0.177
C 0.7557 4.5487 2.9126 1.3 1.8 -1.2 -0.047
P 3.8777 -1.0868 0.0449 0.0 1.0 -1.1 1.077
C 5.6992 -0.6293 -0.1391 -1.2 1.1 0.9 -0.344
C 5.8984 0.7514 0.1078 0.6 -0.2 -0.4 -0.126
C 7.0354 1.4031 -0.3709 -0.3 -1.2 0.3 -0.097
C 8.0629 0.6154 -0.9482 -0.1 0.8 0.4 -0.114
C 7.9094 -0.7648 -1.0904 -0.2 0.2 0.0 -0.101
C 6.6811 -1.3705 -0.7473 0.6 -0.6 -0.6 -0.090
C 3.6015 -2.0936 1.4833 0.8 -0.6 0.9 -0.444
C 2.4792 -2.9257 1.5238 -0.7 -0.5 1.6 -0.106
C 2.1832 -3.7013 2.6763 1.1 0.7 -1.0 -0.078
C 3.0580 -3.5918 3.7685 -0.6 0.7 0.6 -0.128
C 4.0580 -2.6136 3.7983 0.1 -0.5 -1.7 -0.108
C 4.4030 -1.9452 2.6142 -0.1 -0.1 0.4 -0.102
C 0.0682 2.8754 4.4871 -0.9 1.0 -0.8 -0.182
C 1.3729 2.8253 4.9998 -0.9 -1.6 0.2 -0.031
C 1.6269 1.8204 5.9495 0.6 1.3 -0.3 -0.097
C 0.6542 1.0176 6.5223 0.5 0.1 -0.4 -0.118
C -0.6497 1.1845 6.0913 -0.8 -0.5 0.3 -0.118
C -0.9611 2.0879 5.0972 -0.5 1.0 -0.6 -0.033
P -2.1884 2.6732 1.6290 0.0 -0.2 0.7 1.092
C -2.8204 3.8318 0.4094 0.5 0.3 -1.6 -0.432
C -4.0396 3.7125 -0.2275 -0.8 0.6 -0.3 -0.136
C -4.3637 4.5824 -1.3123 -0.9 -1.9 1.1 -0.163
C -3.4628 5.5056 -1.7573 0.2 1.8 -0.1 -0.112
C -2.2574 5.7237 -1.0697 -0.6 -1.1 0.5 -0.062
C -1.9232 4.7941 -0.0871 -0.6 0.9 0.1 -0.117
C -3.7806 2.2659 2.4203 -1.4 -1.5 -0.3 -0.413
C -4.2394 0.9287 2.5377 -0.5 0.4 1.2 -0.056
C -5.3511 0.6575 3.3902 1.1 1.0 -0.3 -0.074
C -6.0146 1.7180 4.0029 0.1 -0.6 0.1 -0.118
C -5.7217 3.0378 3.6988 0.0 -0.2 -0.2 -0.097
C -4.6461 3.2760 2.8670 0.8 1.4 -0.2 -0.129
H -1.7470 4.9664 2.4299 0.4 -0.7 0.4 0.082
H -2.3270 3.9981 3.7899 0.4 -0.2 -0.6 0.077
H 1.7665 4.2494 2.7734 0.5 -0.7 0.2 0.048
H 0.5606 5.5292 2.5263 -0.6 0.2 -0.3 0.051
H 5.1316 1.3214 0.6322 0.0 -0.1 -0.3 0.089
H 7.0402 2.4846 -0.2782 0.5 -0.1 -0.1 0.090
H 8.9820 1.1513 -1.2321 -0.4 -0.6 -0.1 0.090
H 8.7202 -1.3651 -1.5181 -0.3 0.2 0.1 0.092
H 6.4597 -2.4192 -1.0405 0.3 0.8 0.3 0.108
H 1.7850 -2.9402 0.6989 0.1 -0.1 -0.3 0.105
H 1.3349 -4.3958 2.6627 0.4 0.3 0.1 0.094
H 2.8907 -4.1536 4.6831 -0.1 -0.1 -0.1 0.081
H 4.6448 -2.4329 4.6624 0.4 -0.1 0.8 0.074
H 5.3176 -1.3238 2.5267 -0.7 -0.3 0.3 0.103
H 2.1867 3.4224 4.6127 -0.2 0.0 0.1 0.088
H 2.6683 1.8065 6.2294 0.1 -0.6 0.5 0.093
H 0.9263 0.2624 7.2416 0.0 -0.1 0.1 0.091
H -1.4640 0.5723 6.5324 0.6 0.5 -0.3 0.111
H -2.0481 2.2550 4.8845 1.3 -0.3 -0.2 0.106
H -4.7900 3.0058 0.1578 0.4 0.3 -0.5 0.104
H -5.3814 4.4370 -1.7282 0.9 0.3 -0.1 0.110
H -3.7300 6.2174 -2.5432 0.0 -0.4 0.1 0.107
H -1.6785 6.6397 -1.1770 0.1 -0.5 -0.5 0.104
H -1.0077 4.9186 0.4355 0.9 0.1 0.3 0.071
H -3.7411 0.0776 2.0733 0.2 0.4 0.1 0.092
H -5.5815 -0.3584 3.6767 -0.2 -0.1 -0.3 0.092
H -6.7393 1.5216 4.7744 -0.4 -0.2 0.0 0.089
H -6.3434 3.8226 4.1309 0.3 0.0 -0.3 0.101
H -4.3972 4.3129 2.5254 -0.3 -0.9 0.6 0.123
C -3.3115 -5.2320 -6.3064 0.4 0.9 0.7 -0.059
O -3.4753 -5.7780 -4.9673 -0.4 1.0 -0.7 -0.089
C -3.3843 -4.9166 -3.9014 0.6 -1.8 0.9 -0.266
C -3.7987 -5.4895 -2.6589 -1.0 -0.8 -0.2 -0.030
C -3.7490 -4.8207 -1.4879 0.2 0.7 -0.1 -0.034
C -3.0688 -3.5594 -1.3905 -0.3 0.9 -0.9 -0.109
C -2.8579 -2.9052 -0.1655 1.8 1.9 1.0 -0.339
C -3.1555 -3.5955 1.1438 -1.1 0.3 -0.8 0.004
O -2.2548 -1.7427 -0.0005 -1.6 -3.1 -0.1 -0.310
C -2.5941 -2.9822 -2.6409 1.1 0.2 0.5 -0.310
O -1.8541 -1.9187 -2.7764 -1.0 -0.6 0.7 -0.273
C -2.7653 -3.7294 -3.8370 0.2 1.0 -0.6 0.055
H -3.5323 -6.0306 -6.9997 -0.2 -0.2 0.0 0.072
H -2.2543 -4.9383 -6.4662 -0.5 0.0 0.1 0.094
H -3.9722 -4.3436 -6.5080 0.5 -0.9 0.4 0.112
H -4.2597 -6.4725 -2.6409 -0.1 0.1 -0.4 0.108
H -4.3518 -5.2179 -0.6746 0.6 0.0 0.1 0.103
H -2.2846 -4.1436 1.4294 0.8 -0.2 0.3 0.081
H -3.9351 -4.3817 0.9827 0.3 1.1 0.7 0.075
H -3.3447 -2.7719 1.8646 -0.2 -1.0 -0.2 0.094
H -2.2848 -3.2565 -4.6607 0.1 0.2 -0.8 0.122
C 0.7017 2.9617 -4.1411 -0.3 0.6 0.4 -0.203
C 0.6917 2.8374 -2.7472 -0.3 0.4 -0.5 -0.127
C 1.6080 2.0307 -2.1296 0.6 -1.0 0.5 -0.073
C 2.5493 1.2951 -2.8948 0.6 -1.7 0.2 -0.255
C 2.7301 1.6462 -4.2378 -1.0 0.0 0.1 -0.068
C 1.7276 2.3945 -4.8476 1.0 0.1 -1.1 -0.144
N 3.0318 0.0546 -2.3256 -0.4 2.7 1.5 -0.077
N 3.2175 -0.9037 -3.1440 -0.7 -2.7 -1.0 -0.019
C 3.2760 -2.1894 -2.5114 1.1 3.2 0.1 -0.288
C 2.8913 -3.2676 -3.2802 0.1 -1.4 -0.8 -0.074
C 3.1279 -4.5844 -2.8801 -0.2 1.1 -0.2 -0.120
C 3.7754 -4.8078 -1.6622 0.5 0.3 0.5 -0.136
C 4.0955 -3.7175 -0.8366 -0.5 -0.1 -0.4 -0.145
C 3.7785 -2.3830 -1.1869 -0.3 -1.6 -0.4 -0.347
H -0.0915 3.4867 -4.6501 -0.1 0.1 0.0 0.031
H -0.1039 3.3117 -2.1785 0.1 0.0 0.0 0.087
H 1.5129 1.8017 -1.0632 0.1 0.0 -0.3 0.098
H 3.4828 1.2395 -4.8829 0.3 -0.6 0.2 0.080
H 1.7920 2.4689 -5.9490 -0.2 0.2 0.6 0.101
H 2.4416 -3.0308 -4.2463 0.1 -0.2 0.2 0.099
H 2.7897 -5.3784 -3.5340 0.1 -0.2 0.1 0.080
H 4.0701 -5.7967 -1.3175 -0.2 0.0 -0.2 0.077
H 4.5168 -3.9552 0.1482 -0.1 0.2 -0.4 0.102
Se -3.0901 3.3888 -5.5957 0.4 1.3 -0.9 -0.506
Te -2.0482 1.1556 -5.3340 -0.8 -0.6 0.6 0.122
Te -3.8393 1.9470 -3.3127 0.1 -0.7 -0.6 0.045
Se -4.7650 -0.0471 -1.8997 1.3 -0.4 0.8 -0.320
```
Positions in Å, forces in eV/Å.

For the LUMO energy (alpha / beta), the calculation gives 3.591 / 3.622 eV. The HOMO energy (alpha / beta) comes out at 0.0023 / -0.0561 Ha. Its molar mass is 1367.76 g/mol. As for the multiplicity: 1. Its HOMO-LUMO gap (alpha / beta) is 3.53 / 5.15 eV. The total charge is -2.



No. 2
Molecular formula: C5H10OS
Method: DFT, ωB97M-V/def2-TZVPD

```
17
Properties=species:S:1:pos:R:3:forces:R:3:lowdin_charge:R:1
C 1.7228 -1.1875 -0.2007 1.3 0.6 -1.5 -0.312
C -0.9372 -0.8204 -1.1548 -0.7 0.4 1.6 -0.029
C -0.7947 0.1210 -0.1760 0.0 0.1 -1.8 -0.435
C -1.2366 -0.1154 1.2760 2.0 -0.6 -0.4 -0.066
C -0.2187 1.5413 -0.5439 -0.8 -0.9 2.1 -0.077
O 2.5060 0.5563 1.4773 0.3 0.4 -1.0 -0.599
S 2.7495 0.0612 0.0889 -1.3 -1.8 1.3 0.852
H 1.8293 -1.7521 -1.1617 0.0 0.7 0.9 0.048
H 0.8008 -1.3290 0.3449 0.8 -0.4 0.5 -0.014
H -1.2821 -1.8540 -0.8085 0.4 1.5 -1.0 0.095
H -0.7866 -0.5506 -2.2213 0.1 -0.6 0.9 0.077
H -2.3151 -0.0556 1.3158 -0.3 -0.6 0.2 0.070
H -0.8649 0.7436 1.8387 0.1 -0.3 0.3 0.065
H -0.7473 -1.0913 1.7110 -1.4 1.8 -0.7 0.117
H 0.4389 1.5352 -1.4034 0.3 -0.1 0.1 0.060
H 0.2041 2.0406 0.3850 0.0 -0.8 -1.3 0.089
H -1.0681 2.1567 -0.7675 -0.6 0.5 -0.4 0.060
```
Positions in Å, forces in eV/Å.

For the LUMO energy (alpha / beta), the calculation gives -0.101 / -0.101 eV. The HOMO energy (alpha / beta) comes out at -0.3241 / -0.3241 Ha. As for the energy above the lowest of the compared OMol25 structures with the same formula, charge and spin: 70.7 kcal per mole. Its molar mass is 118.20 g/mol. As for the multiplicity: 1. Its HOMO-LUMO gap (alpha / beta) is 8.72 / 8.72 eV.



No. 3
Molecular formula: C3H25O10Y
Method: DFT, ωB97M-V/def2-TZVPD

```
39
Properties=species:S:1:pos:R:3:forces:R:3:lowdin_charge:R:1
Y 1.0611 -4.5569 4.1730 0.1 0.0 -0.3 1.367
C 1.2936 1.8363 0.1188 -0.2 0.2 0.1 -0.016
C 0.1902 0.7932 0.1428 1.3 -0.2 3.8 -0.401
C 0.2786 -0.0023 -1.2085 -0.4 -2.2 -2.3 0.050
O 0.1849 -0.0956 1.2197 0.0 2.3 -3.7 0.182
H 1.0651 2.5147 0.9408 0.6 -0.3 0.7 0.107
H 1.2405 2.5523 -0.7013 -0.3 -0.6 -0.6 0.107
H 2.2793 1.3710 0.1089 0.0 0.3 0.5 0.109
H -0.7944 1.2543 0.0642 -1.1 -0.4 -0.2 0.187
H 1.2533 -0.4796 -1.3094 0.0 0.1 0.5 0.108
H 0.1641 0.6430 -2.0794 -0.1 0.8 0.6 0.119
H -0.5038 -0.7524 -1.3243 0.0 0.0 0.5 0.103
O 4.9966 -3.6502 2.5506 -0.6 0.0 0.2 -0.088
H 5.8132 -3.8789 2.9945 0.3 0.0 0.2 0.042
H 5.1726 -3.8156 1.6243 0.1 0.0 -0.3 0.037
O -1.0731 7.7969 -5.3367 -0.2 -0.1 0.1 -0.055
H -0.2769 7.4938 -4.9005 0.2 0.0 0.1 0.023
H -0.7586 8.3249 -6.0706 0.0 0.2 -0.2 0.032
O 4.3068 5.5661 6.1697 -0.2 0.1 0.0 -0.052
H 4.6979 5.3091 5.3347 0.1 0.0 -0.2 0.024
H 4.6454 4.9296 6.7993 0.1 -0.1 0.2 0.028
O -2.5030 2.3750 5.8681 -0.1 -0.2 0.0 -0.047
H -2.0073 3.1938 5.8790 0.1 0.3 0.1 0.034
H -2.0200 1.8101 5.2650 0.1 -0.1 -0.1 0.013
O -6.7469 1.1123 1.4165 0.1 -0.2 0.2 -0.052
H -7.2334 1.4979 0.6879 -0.2 0.1 -0.2 0.034
H -5.8307 1.1546 1.1424 0.2 0.1 0.0 0.017
O -3.5437 -5.4434 2.8594 0.5 0.1 0.1 -0.075
H -3.8048 -5.0271 2.0380 -0.1 0.0 -0.2 0.032
H -4.3649 -5.5758 3.3330 -0.3 -0.1 0.2 0.040
O -4.5593 -0.1627 -6.3287 -0.1 0.1 0.3 -0.054
H -4.0153 0.3702 -6.9085 0.1 0.2 -0.2 0.030
H -4.1095 -1.0065 -6.2861 0.0 -0.3 0.0 0.024
O 3.6028 -3.3368 -5.4408 -0.3 0.0 0.2 -0.057
H 4.3436 -3.6116 -4.9005 0.2 -0.1 0.1 0.026
H 3.9406 -2.6048 -5.9569 0.1 0.2 -0.2 0.032
O 1.1851 -5.8752 -0.2802 0.0 0.3 0.5 -0.083
H 1.7753 -6.4994 -0.7025 0.2 -0.2 -0.1 0.039
H 0.6548 -5.5244 -0.9957 -0.2 0.0 -0.2 0.034
```
Positions in Å, forces in eV/Å.

For the LUMO energy, the calculation gives -11.930 eV. The HOMO energy comes out at -0.5163 Ha. As for the energy above the lowest of the compared OMol25 structures with the same formula, charge and spin: 186.3 kcal per mole. Its molar mass is 310.13 g/mol. As for the multiplicity: 1. Its HOMO-LUMO gap is 2.12 eV. The total charge is +2.



No. 4
Molecular formula: C4H6N2O
Method: DFT, ωB97M-V/def2-TZVPD

```
13
Properties=species:S:1:pos:R:3:forces:R:3:lowdin_charge:R:1
C -1.2154 0.2972 0.4607 2.8 2.5 -1.0 -0.206
C 0.2763 0.1603 0.0620 -3.2 -2.1 2.5 -0.267
C 1.3167 0.9596 -0.1457 -3.3 2.3 0.2 -0.157
C 2.0030 -0.9708 -0.0666 3.0 2.0 0.8 -0.235
H -1.8673 -0.3238 -1.3949 0.1 0.1 0.1 0.075
H -2.9981 -0.5642 -0.2202 0.1 0.2 0.1 0.064
H -1.2647 0.1233 1.6009 -0.5 0.1 -2.0 0.142
H -1.1824 1.4693 0.1934 -1.4 -2.0 1.1 0.137
H 1.0648 2.0075 -0.1471 1.2 0.5 -0.4 0.119
H 2.6621 -1.7458 0.0021 1.3 -2.2 0.0 0.110
N -2.0053 -0.5613 -0.4206 -0.1 0.1 0.9 -0.003
N 2.4233 0.2586 -0.1995 2.6 -1.4 -1.1 0.108
O 0.7871 -1.1100 0.2756 -2.6 -0.2 -1.1 0.113
```
Positions in Å, forces in eV/Å.

For the LUMO energy, the calculation gives 0.876 eV. The HOMO energy comes out at -0.3357 Ha. As for the energy above the lowest of the compared OMol25 structures with the same formula, charge and spin: 56.4 kcal per mole. Its molar mass is 98.11 g/mol. As for the multiplicity: 1. Its HOMO-LUMO gap is 10.01 eV.



Repeat the fourth record exactly.
Molecular formula: C4H6N2O
Method: DFT, ωB97M-V/def2-TZVPD

```
13
Properties=species:S:1:pos:R:3:forces:R:3:lowdin_charge:R:1
C -1.2154 0.2972 0.4607 2.8 2.5 -1.0 -0.206
C 0.2763 0.1603 0.0620 -3.2 -2.1 2.5 -0.267
C 1.3167 0.9596 -0.1457 -3.3 2.3 0.2 -0.157
C 2.0030 -0.9708 -0.0666 3.0 2.0 0.8 -0.235
H -1.8673 -0.3238 -1.3949 0.1 0.1 0.1 0.075
H -2.9981 -0.5642 -0.2202 0.1 0.2 0.1 0.064
H -1.2647 0.1233 1.6009 -0.5 0.1 -2.0 0.142
H -1.1824 1.4693 0.1934 -1.4 -2.0 1.1 0.137
H 1.0648 2.0075 -0.1471 1.2 0.5 -0.4 0.119
H 2.6621 -1.7458 0.0021 1.3 -2.2 0.0 0.110
N -2.0053 -0.5613 -0.4206 -0.1 0.1 0.9 -0.003
N 2.4233 0.2586 -0.1995 2.6 -1.4 -1.1 0.108
O 0.7871 -1.1100 0.2756 -2.6 -0.2 -1.1 0.113
```
Positions in Å, forces in eV/Å.

For the LUMO energy, the calculation gives 0.876 eV. The HOMO energy comes out at -0.3357 Ha. As for the energy above the lowest of the compared OMol25 structures with the same formula, charge and spin: 56.4 kcal per mole. Its molar mass is 98.11 g/mol. As for the multiplicity: 1. Its HOMO-LUMO gap is 10.01 eV.



Q: What is the multiplicity in the first record?
A: 1